Entry 1:
Here is 2 unconnected molecules or ions with the total composition C6H16S from the Open Molecules 2025 dataset. Energies are from ωB97M-V with the def2-TZVPD basis set.

Summary:
LUMO = 0.96 eV
Energy above the lowest of the compared OMol25 structures with the same formula, charge and spin = 65.83 kJ/mol
Molar mass = 120.26 g/mol
Structure (SMILES) = CCSC.CCC
Charge = 0
DFT total energy = -17316.1475 eV
Multiplicity = 1

Each line ends with the Mulliken charge.
Atoms and positions in Å:
C -2.79518 0.65921 -1.42848  -0.9874
C -2.20148 0.02675 -0.17575  0.4013
S -2.80825 -1.62662 0.27384  -0.1355
C -1.25546 -2.42243 0.71464  -0.5885
H -2.03263 0.72350 -2.21108  0.2660
H -2.99313 1.71598 -1.22332  0.2917
H -3.69609 0.17842 -1.79603  0.3188
H -1.11302 0.04042 -0.12265  -0.5491
H -2.37389 0.67593 0.68646  0.3248
H -0.79632 -2.90170 -0.14069  0.2635
H -0.56346 -1.68259 1.09298  0.0649
H -1.44842 -3.25722 1.38628  0.3234
C 1.79868 0.41801 -0.93848  -0.7986
C 2.69730 0.35358 0.32042  -0.2984
C 2.14828 1.26252 1.43313  -1.0832
H 0.97192 -0.27504 -0.76686  0.0028
H 2.38632 0.18699 -1.81872  0.3742
H 1.42575 1.42574 -1.08140  0.3012
H 2.76508 -0.69129 0.62694  0.2853
H 3.68071 0.72913 0.05944  0.3170
H 2.93867 1.41239 2.17747  0.3313
H 1.98398 2.26258 1.04869  0.3195
H 1.28067 0.78573 1.88318  0.2550

Cartesian forces (eV/Å) of the 2 atoms listed first:
0.88 0.69 -0.09
0.14 0.50 1.15

---

Entry 2:
Here is 2 unconnected molecules or ions with the total composition C6H16S from the Open Molecules 2025 dataset. Energies are from ωB97M-V with the def2-TZVPD basis set.

Summary:
LUMO (spin up / spin down) = -3.11 / -8.31 eV
Energy above the lowest of the compared OMol25 structures with the same formula, charge and spin = 35.56 kJ/mol
Molar mass = 120.26 g/mol
Expectation value of S² = 0.75
Charge = +1
DFT total energy = -17307.1872 eV
Multiplicity = 2

Each line ends with the Löwdin spin population.
Atoms and positions in Å:
C -0.31972 0.75540 -1.23717  0.0925
C 0.13646 0.84273 -2.71123  0.0025
C -2.29855 1.40519 0.77016  0.0754
S -1.97157 1.39078 -0.99897  0.7401
H -0.34941 -0.30666 -0.98872  0.0286
H 0.32937 1.33120 -0.54361  0.0224
H 1.22863 0.86322 -2.69147  0.0003
H -0.27547 1.73822 -3.14278  0.0004
H -3.06233 0.70410 1.10601  0.0172
H -1.38321 1.04844 1.26045  -0.0009
H -2.39263 2.47016 1.01235  0.0206
H 0.12178 -0.14334 -3.14726  0.0004
C 1.96264 -2.14179 1.15280  0.0002
C 3.19782 -1.37950 1.49555  0.0001
C 0.86515 -1.98909 2.18331  0.0000
H 1.62064 -1.80356 0.14635  0.0001
H 2.19322 -3.20880 1.00657  0.0000
H 3.79840 -1.77191 2.31792  0.0000
H 1.25420 -1.98856 3.20667  0.0000
H -0.03555 -1.38038 2.05704  0.0000
H 0.34826 -2.97386 2.26607  0.0000
H 3.92762 -1.25241 0.69825  0.0000
H 3.04339 -0.30998 1.76204  0.0000

Cartesian forces (eV/Å) of the 2 atoms listed first:
0.37 0.09 -0.19
1.17 -0.32 1.67